The following is a DFT calculation (ωB97M-V/def2-TZVPD) of a molecular structure, C30H86BBr2F3O15Si3.

Last column: Mulliken charge in e.
Cartesian coordinates (Å):
C 7.74534 3.62937 1.71552  -1.039
C 8.50874 2.35264 1.25941  -0.269
C 7.68529 1.71742 0.11226  -0.634
C 6.24907 1.39277 0.56410  -0.435
C 5.50431 0.45073 -0.42290  -0.664
C 4.50590 -0.45881 0.34782  -0.786
C 3.10742 -0.56429 -0.30449  -0.111
C 2.76233 -2.00145 -0.83400  -1.120
Si 1.17628 -2.62325 -0.01661  -0.057
C 1.42021 -3.03926 1.81611  -0.985
C 2.83501 -2.76411 2.36065  -0.739
C 3.26742 -3.78797 3.42779  0.379
F 3.60585 -4.92388 2.75533  -0.292
Br 1.90039 -4.15794 4.75265  -0.088
C 4.56030 -3.30933 4.15676  0.522
F 4.26550 -2.44823 5.12932  -0.207
F 5.38085 -2.71652 3.30766  -0.153
Br 5.46929 -4.83104 5.01491  -0.132
O 0.03869 -1.41342 -0.27295  0.257
Si -1.61693 -1.75792 -0.10649  -0.993
C -2.18126 -2.03455 1.66642  -0.341
C -3.67643 -2.49697 1.60790  -0.869
C -2.51764 -0.22313 -0.78112  -0.411
C -3.16471 0.63856 0.30070  -0.265
O -2.13787 1.22303 1.10868  -0.247
Si -2.51060 2.76318 1.66957  0.746
C -2.76224 4.02586 0.27448  -0.623
C -3.99902 2.78475 2.81440  -1.244
C -1.00333 3.31501 2.68266  -0.914
B -2.28703 -3.32093 -1.16273  0.908
O -3.24421 -3.09611 -2.14714  -0.590
O -1.92957 -4.66032 -0.99584  -0.521
H 7.36573 4.09768 0.80573  0.218
H 8.37259 4.32359 2.27134  0.342
H 6.90097 3.33094 2.33411  0.308
H 8.52170 1.63855 2.08675  0.347
H 9.51410 2.58363 0.91595  0.027
H 8.16488 0.79016 -0.21092  0.494
H 7.59727 2.42187 -0.71901  0.066
H 6.30342 0.88357 1.53090  0.415
H 5.65048 2.29714 0.67398  0.001
H 6.27690 -0.18726 -0.85784  0.282
H 5.00118 1.00662 -1.21117  0.485
H 4.97626 -1.43851 0.45556  0.507
H 4.37593 -0.08724 1.36814  0.256
H 2.32231 -0.22782 0.37747  -0.120
H 3.05827 0.10625 -1.16242  0.639
H 3.59402 -2.67895 -0.63235  0.561
H 2.57558 -1.98749 -1.90913  0.485
H 0.82811 -3.89220 -0.69741  -0.295
H 1.22463 -4.10903 1.93851  0.657
H 0.69879 -2.52950 2.45620  0.530
H 3.60600 -2.83953 1.59800  0.083
H 2.89817 -1.78370 2.83800  0.402
H -1.61938 -2.80103 2.20913  0.624
H -2.15500 -1.13274 2.27975  0.334
H -3.74952 -3.58305 1.67464  0.331
H -4.15942 -2.12007 0.70228  -0.123
H -4.24918 -2.07060 2.43375  0.339
H -1.79395 0.41069 -1.29507  0.114
H -3.27562 -0.48955 -1.52279  0.435
H -3.70779 1.44959 -0.21240  0.764
H -3.90894 0.10323 0.89579  -0.482
H -2.65488 3.51550 -0.68490  -0.266
H -3.76643 4.44024 0.36504  0.299
H -2.00607 4.80243 0.37614  0.458
H -4.95811 2.67453 2.30491  0.261
H -4.02674 3.73986 3.34903  0.405
H -3.93885 2.01712 3.59025  0.318
H -1.00750 2.78720 3.63664  0.324
H -1.00003 4.39641 2.80163  0.385
H -0.11527 3.00535 2.12387  -0.056
H -3.82234 -3.87045 -2.12073  0.175
H -1.87752 -4.89743 -0.06431  0.309
C -0.66742 3.05717 -2.89606  -0.742
O -1.86157 2.27921 -2.76526  -0.281
H -0.53597 3.62351 -1.97912  0.213
H 0.19717 2.40709 -3.03628  0.272
H -0.74843 3.75102 -3.73720  0.355
H -1.97320 1.77381 -3.57528  0.236
C -6.50900 -3.74298 -0.34260  -0.895
O -6.00977 -2.41338 -0.39902  0.060
H -6.30994 -4.13259 0.65336  0.294
H -7.58727 -3.76859 -0.52178  0.319
H -6.01059 -4.38105 -1.07960  0.229
H -6.17630 -2.06752 -1.28454  0.103
C -6.01877 -2.64757 -4.16741  -0.298
O -6.87724 -1.98967 -3.23082  -0.467
H -5.02222 -2.70483 -3.73727  0.003
H -6.38326 -3.65726 -4.37343  0.307
H -5.97669 -2.07587 -5.09591  0.269
H -7.75547 -1.94501 -3.62545  0.268
C -6.08446 1.29612 -6.00063  -0.563
O -5.69100 0.03648 -6.54945  -0.518
H -7.08795 1.52047 -6.35426  0.311
H -6.08715 1.25386 -4.91067  0.208
H -5.40450 2.08511 -6.32984  0.255
H -4.80468 -0.14330 -6.22512  0.279
C 12.30320 3.81362 1.02736  -0.591
O 11.26172 4.59419 1.60533  -0.473
H 11.95583 3.46136 0.05927  0.212
H 13.20613 4.41295 0.88361  0.303
H 12.53811 2.95032 1.65581  0.264
H 11.57229 4.90251 2.46049  0.286
C -7.01421 0.00651 2.28452  -0.104
O -6.96604 1.07346 3.22966  -0.502
H -6.00775 -0.14630 1.90255  -0.208
H -7.35681 -0.91824 2.75628  0.348
H -7.67443 0.25397 1.44894  0.278
H -7.85617 1.20706 3.56524  0.271
C 2.52829 2.72164 0.32459  -0.512
O 1.63300 2.38274 -0.73110  -0.357
H 3.34463 3.29803 -0.10473  0.264
H 2.02631 3.32898 1.08251  0.324
H 2.93849 1.82335 0.79341  0.120
H 0.91158 1.86996 -0.34848  0.169
C -10.06654 -0.74027 -1.64491  -0.501
O -9.68098 -2.02968 -2.11642  -0.520
H -11.07229 -0.54201 -2.00594  0.263
H -10.06919 -0.71223 -0.55253  0.209
H -9.39279 0.03157 -2.02606  0.250
H -8.79094 -2.19985 -1.79059  0.270
C -4.77719 4.52328 -3.60118  -0.669
O -4.86166 3.11904 -3.37689  -0.403
H -5.59517 4.80388 -4.26010  0.263
H -4.87334 5.07389 -2.66221  0.263
H -3.83015 4.78562 -4.08008  0.279
H -4.13697 2.87598 -2.79204  0.252
C 8.13120 2.95057 -3.98854  -0.565
O 7.26552 3.52035 -3.01180  -0.463
H 8.57026 2.05398 -3.55824  0.220
H 7.57583 2.67660 -4.88933  0.275
H 8.93186 3.64622 -4.25302  0.281
H 6.87697 4.31273 -3.39129  0.269
C 2.71732 -8.30169 5.33132  -0.370
O 1.81061 -7.74233 6.27578  -0.486
H 3.13215 -9.20711 5.76728  0.251
H 2.20303 -8.56027 4.40166  0.239
H 3.53249 -7.60582 5.11445  0.095
H 1.44930 -6.94271 5.88524  0.264

Computed properties:
frontier orbital gap: 9.77 eV
max |F|: 1.6 eV/A
energy: -8664.26672 hartree
LUMO energy: 0.011 Eh